# 1
{"formula": "C2H5NOS", "method": "ωB97M-V with the def2-TZVPD basis set", "de_lowest_kcal_mol": 95.19, "smiles": "C=C[S@H](=N)=O", "homo_lumo_gap_ev": 9.84, "mol_weight_g_mol": 91.1, "e_tot_ha": -607.2551, "species": ["S", "O", "N", "C", "C", "H", "H", "H", "H", "H"], "coordinates": [[0.659, -0.619, 0.198], [-0.334, -1.673, 0.484], [1.703, -0.568, -0.896], [-1.493, 0.705, 0.284], [-0.224, 0.872, -0.016], [-2.185, 1.571, 0.175], [1.693, -1.187, -1.715], [0.422, 1.607, -0.485], [-1.772, -0.310, 0.595], [1.531, -0.398, 1.376]], "lowdin_charge": [0.662, -0.422, -0.296, -0.012, -0.290, 0.087, 0.028, 0.083, 0.060, 0.101]}


# 2
{"formula": "C49H59N2P3PtS", "method": "ωB97M-V with the def2-TZVPD basis set", "de_lowest_kcal_mol": 43.88, "homo_lumo_gap_ev": 7.47, "mol_weight_g_mol": 996.1, "e_tot_ha": -3553.7172, "species": ["Pt", "S", "P", "P", "P", "N", "N", "C", "C", "C", "C", "C", "C", "C", "C", "C", "C", "C", "C", "C", "C", "C", "C", "C", "C", "C", "C", "C", "C", "C", "C", "C", "C", "C", "C", "C", "C", "C", "C", "C", "C", "C", "C", "C", "C", "C", "C", "C", "C", "C", "C", "C", "C", "C", "C", "C", "H", "H", "H", "H", "H", "H", "H", "H", "H", "H", "H", "H", "H", "H", "H", "H", "H", "H", "H", "H", "H", "H", "H", "H", "H", "H", "H", "H", "H", "H", "H", "H", "H", "H", "H", "H", "H", "H", "H", "H", "H", "H", "H", "H", "H", "H", "H", "H", "H", "H", "H", "H", "H", "H", "H", "H", "H", "H", "H"], "coordinates": [[-0.190, -0.101, 0.849], [-4.525, 1.522, 1.815], [1.335, 1.982, 0.772], [-1.195, -1.117, -0.892], [0.787, -2.008, 2.921], [1.341, -1.101, 0.080], [-1.844, 0.714, 1.731], [2.425, -1.338, 2.283], [-1.510, 5.730, 0.269], [2.380, -1.601, 0.800], [-5.004, -0.056, -1.769], [4.154, 2.742, -2.890], [2.671, -4.546, 5.591], [0.600, 4.779, 1.302], [-1.168, 3.238, 0.318], [4.208, 1.677, -1.780], [-2.630, -0.455, -1.751], [2.061, -3.427, 5.045], [-1.536, -1.290, 6.184], [2.887, 2.330, 1.742], [-2.641, -4.866, -1.709], [1.379, -1.573, -1.191], [-0.945, 0.870, 5.348], [1.568, -4.673, 3.054], [3.126, -2.404, -0.049], [2.192, -5.792, 3.596], [1.493, -3.481, 3.771], [2.184, 3.562, -1.579], [2.480, -2.396, -1.321], [-3.883, -0.582, -1.150], [-1.009, -3.695, 0.207], [2.739, -5.731, 4.867], [5.119, 2.995, 3.333], [4.529, 4.144, 2.528], [0.116, 3.318, 1.207], [2.831, 1.103, -1.452], [-4.880, 0.610, -2.983], [-0.114, 0.270, 4.410], [-2.970, 1.030, 1.748], [3.695, 3.604, 1.357], [-2.504, 0.246, -2.946], [-1.347, 4.462, -0.575], [-2.146, -5.631, -0.661], [3.989, 2.208, 4.017], [-0.603, 5.700, 1.513], [2.657, 2.326, 3.257], [-2.332, -3.517, -1.788], [-0.687, -1.879, 5.261], [-1.319, -5.048, 0.286], [-1.526, -2.916, -0.819], [1.783, 2.181, -1.015], [2.762, 3.374, -2.981], [0.244, -1.120, -2.052], [-3.633, 0.767, -3.568], [-1.670, 0.092, 6.233], [0.056, -1.106, 4.358], [5.827, 3.363, 4.076], [4.856, 0.852, -2.079], [-1.054, 1.948, 5.354], [0.826, 1.926, -1.488], [1.127, 5.086, 0.398], [2.951, 0.342, -0.685], [0.362, 0.892, 3.671], [-0.375, -3.238, 0.954], [0.069, -1.767, -2.912], [-0.607, -2.959, 5.238], [4.428, 2.305, -3.852], [2.026, -2.505, 5.612], [-5.758, 1.015, -3.468], [2.460, 0.581, -2.334], [-2.355, 0.551, 6.933], [-1.170, 2.328, -0.282], [3.222, -6.601, 5.295], [1.292, 4.885, 2.139], [3.097, -4.494, 6.586], [1.146, -4.722, 2.056], [-3.281, -5.315, -2.459], [-2.107, -1.915, 6.859], [4.016, -2.954, 0.218], [3.251, -1.873, 2.745], [2.931, 4.057, -0.964], [3.842, 2.579, 5.034], [2.255, -6.706, 3.020], [-0.261, 6.708, 1.753], [-2.725, -2.931, -2.610], [2.089, 2.733, -3.560], [1.315, 4.211, -1.623], [5.318, 4.787, 2.134], [-2.226, 4.321, -1.206], [-1.165, 5.340, 2.381], [2.787, -2.924, -2.210], [-0.167, 3.021, 2.225], [4.264, 1.154, 4.097], [2.508, -0.273, 2.510], [3.911, 4.768, 3.182], [-3.981, -1.094, -0.199], [0.396, -0.095, -2.407], [2.133, 3.241, 3.548], [-0.930, -5.640, 1.105], [-0.496, 4.569, -1.250], [5.679, 2.342, 2.656], [-1.534, 0.373, -3.409], [-5.973, -0.157, -1.298], [3.039, 4.391, 1.005], [2.819, 4.331, -3.502], [-3.534, 1.294, -4.508], [3.507, 1.451, 1.515], [-2.410, -6.679, -0.583], [4.651, 2.097, -0.876], [-2.041, 3.170, 0.964], [4.885, 3.525, -2.677], [2.031, 1.495, 3.557], [-1.283, 6.609, -0.339], [4.376, 3.363, 0.541], [-2.552, 5.824, 0.581]], "lowdin_charge": [0.808, 0.514, 1.058, 0.939, 1.086, -0.241, -0.132, -0.247, -0.185, -0.417, -0.071, -0.186, -0.081, -0.204, -0.218, -0.177, -0.368, -0.101, -0.080, -0.398, -0.079, -0.431, -0.077, -0.092, -0.050, -0.082, -0.379, -0.189, -0.048, -0.106, -0.091, -0.091, -0.195, -0.192, -0.405, -0.194, -0.074, -0.135, -0.955, -0.192, -0.084, -0.191, -0.081, -0.176, -0.182, -0.223, -0.084, -0.111, -0.073, -0.324, -0.383, -0.190, -0.236, -0.078, -0.085, -0.369, 0.107, 0.114, 0.106, 0.087, 0.097, 0.074, 0.038, 0.019, 0.106, 0.101, 0.106, 0.109, 0.105, 0.105, 0.102, 0.062, 0.101, 0.099, 0.103, 0.083, 0.104, 0.103, 0.095, 0.088, 0.090, 0.112, 0.103, 0.107, 0.107, 0.115, 0.082, 0.112, 0.114, 0.116, 0.095, 0.095, 0.108, 0.035, 0.113, 0.111, 0.058, 0.113, 0.098, 0.083, 0.114, 0.095, 0.110, 0.071, 0.111, 0.104, 0.107, 0.103, 0.085, 0.079, 0.108, 0.055, 0.106, 0.090, 0.109]}


# 3
{"formula": "C4H9NO2", "method": "ωB97M-V with the def2-TZVPD basis set", "de_lowest_kcal_mol": 11.92, "smiles": "C[C@@H](O)CC(N)=O", "homo_lumo_gap_ev": 10.60, "mol_weight_g_mol": 103.1, "e_tot_ha": -363.0665, "species": ["O", "O", "N", "C", "C", "C", "C", "H", "H", "H", "H", "H", "H", "H", "H", "H"], "coordinates": [[1.628, -2.138, 0.047], [-1.288, 1.464, 0.834], [2.335, 0.013, -0.011], [-0.626, 0.556, -0.036], [1.413, -0.961, 0.271], [0.112, -0.444, 0.864], [-1.609, -0.137, -0.972], [3.260, -0.288, -0.278], [-2.035, 0.569, -1.695], [-1.120, -0.943, -1.530], [0.330, 0.064, 1.811], [-1.801, 2.074, 0.289], [2.231, 0.949, 0.349], [-2.428, -0.568, -0.385], [0.114, 1.103, -0.643], [-0.516, -1.312, 1.083]], "lowdin_charge": [0.050, -0.044, 0.150, -0.452, -0.538, -0.071, -0.044, 0.108, 0.080, 0.090, 0.129, 0.093, 0.102, 0.089, 0.131, 0.127]}


# 4
{"formula": "C2H2F2O2", "method": "ωB97M-V with the def2-TZVPD basis set", "de_lowest_kcal_mol": 48.87, "homo_lumo_gap_ev": 10.45, "mol_weight_g_mol": 96.0, "e_tot_ha": -427.5463, "species": ["F", "F", "O", "O", "C", "C", "H", "H"], "coordinates": [[-1.778, -1.135, 0.168], [2.647, -0.068, 0.674], [-1.914, 1.019, 0.236], [0.895, 0.568, -0.453], [1.725, -0.238, -0.238], [-2.524, -0.052, 0.563], [-0.926, 1.053, -0.011], [1.875, -1.147, -0.939]], "lowdin_charge": [-0.057, 0.119, 0.032, 0.094, -0.331, -0.142, 0.109, 0.176]}


# 5
{"formula": "C3H9N3O", "method": "ωB97M-V with the def2-TZVPD basis set", "de_lowest_kcal_mol": 55.49, "homo_lumo_gap_ev": 8.37, "mol_weight_g_mol": 103.1, "e_tot_ha": -359.1560, "species": ["O", "N", "N", "N", "C", "C", "C", "H", "H", "H", "H", "H", "H", "H", "H", "H"], "coordinates": [[0.770, -2.330, 0.127], [-1.336, -0.979, -0.288], [1.101, 1.646, -0.022], [-1.583, 1.320, -0.752], [0.365, 0.488, 0.404], [0.853, -0.528, 1.198], [-0.904, 0.273, -0.218], [1.721, 1.467, -0.807], [-2.246, -1.172, -0.677], [-2.241, 1.165, -1.497], [0.189, -1.105, 1.822], [-0.500, -1.748, -0.171], [-1.081, 2.197, -0.749], [1.369, -2.256, -0.626], [1.885, -0.496, 1.526], [1.638, 2.058, 0.727]], "lowdin_charge": [-0.313, 0.142, 0.043, 0.150, -0.353, 0.057, -0.390, 0.079, 0.104, 0.103, 0.083, 0.051, 0.092, -0.011, 0.091, 0.071]}


# 6
{"formula": "CH3INP", "method": "ωB97M-V with the def2-TZVPD basis set", "de_lowest_kcal_mol": 11.43, "s2": 2.01, "spin_multiplicity": 3, "homo_lumo_gap_ev": [5.03, 6.42], "mol_weight_g_mol": 186.9, "e_tot_ha": -733.5342, "species": ["I", "P", "N", "C", "H", "H", "H"], "coordinates": [[-1.187, -0.325, -2.107], [1.503, 1.318, 0.134], [0.666, 0.232, 0.903], [-0.350, -0.510, 0.746], [-0.363, -1.550, 0.596], [-1.323, -0.152, 0.887], [1.056, 0.988, -1.158]], "lowdin_charge": [0.310, 0.841, -0.473, -0.449, 0.017, 0.010, -0.256]}